3 unconnected molecules or ions with the total composition C35H53Br2F12N4O10S2. Source: the Open Molecules 2025 dataset; level of theory: the ωB97M-V functional and the def2-TZVPD basis.

The geometry in XYZ format:
```
118
Properties=species:S:1:pos:R:3
C 2.37590 -2.57344 7.21111
C 2.26005 -1.07227 6.95117
C 1.55064 -0.77781 5.61459
C 0.35548 0.19122 5.73958
C -0.71815 -0.12410 4.70293
C -1.99174 0.72834 4.86429
C -2.40156 1.48845 3.59306
C -3.46659 0.76177 2.74760
C -2.81085 -0.44880 2.09391
C -3.60482 -1.29685 1.06093
C -4.57878 -2.10513 1.91848
N -2.52242 -2.15536 0.38747
C -3.01162 -3.49446 -0.08246
S -1.91196 -4.89936 0.31836
C -2.51999 -6.05671 -0.93189
C -1.76836 -5.92513 -2.25506
C -1.51531 -1.36958 -0.50238
C -1.24948 -2.31019 -1.71104
N -0.30568 -1.76066 -2.65123
C -0.12002 -1.36189 0.25085
Br -0.00332 -2.49538 1.79979
C 1.06242 -0.75694 0.02264
C 2.27150 -0.94175 0.89812
Br 1.50823 0.43861 -1.37949
C -2.03817 0.10826 -0.89005
O -1.16732 1.06100 -0.33166
N -1.75045 2.38722 -0.00795
O -0.94413 2.99295 0.53004
S -2.35019 0.59147 -2.73279
O -3.57318 1.34388 -2.65204
O -2.49091 -0.51060 -3.65357
C -1.20434 1.90804 -3.47037
F -2.03023 2.75288 -4.07996
F -0.58557 2.62899 -2.52414
C -0.14367 1.45654 -4.56909
F 1.00990 2.06165 -4.27413
F 0.07605 0.15860 -4.63309
F -0.52715 1.87599 -5.76278
O -3.24896 0.49002 -0.32181
C -4.27233 -0.46397 -0.04982
C -5.51555 0.35035 0.42818
C -5.41984 1.81391 0.03882
N -6.09008 2.35561 -0.88868
C -4.72291 -1.20117 -1.32611
C -5.73878 -2.29016 -1.15749
O -6.74074 -2.29744 -0.53215
F -5.42560 -3.35680 -1.91984
H 2.64041 -3.10222 6.29754
H 1.43951 -2.98576 7.57946
H 3.15583 -2.76711 7.94362
H 3.24666 -0.61682 6.95152
H 1.67951 -0.61386 7.74813
H 1.14703 -1.70309 5.19944
H 2.24875 -0.37168 4.88393
H 0.72145 1.20209 5.55539
H -0.06132 0.14850 6.74381
H -0.97525 -1.17933 4.81763
H -0.26895 0.01638 3.71887
H -1.77016 1.48071 5.62020
H -2.82491 0.14413 5.25290
H -2.70152 2.51246 3.79742
H -1.50816 1.56182 2.96842
H -4.24722 0.45462 3.44161
H -3.83489 1.48700 2.03444
H -2.58088 -1.14033 2.90617
H -1.84166 -0.13431 1.71292
H -5.16015 -1.44733 2.54970
H -4.01369 -2.76065 2.58387
H -5.26220 -2.75232 1.38126
H -2.02630 -2.43731 1.25046
H -3.89155 -3.74863 0.49391
H -3.37639 -3.52997 -1.09651
H -2.41821 -7.05763 -0.52519
H -3.58485 -5.89648 -1.09536
H -2.09820 -5.05217 -2.81246
H -0.70660 -5.83187 -2.04082
H -1.90554 -6.81299 -2.86607
H -0.83451 -3.23885 -1.33143
H -2.15652 -2.49974 -2.27113
H -0.55859 -1.97274 -3.60220
H 0.63501 -2.09063 -2.48993
H 2.03269 -0.59867 1.90417
H 3.09737 -0.33917 0.54528
H 2.59638 -1.97905 0.91746
H -6.40676 0.00024 -0.07739
H -5.67138 0.25890 1.49571
H -4.75575 2.46326 0.59996
H -6.69403 1.67869 -1.35769
H -3.89293 -1.58486 -1.91050
H -5.19277 -0.44606 -1.95864
C 6.64625 3.54893 -1.29799
C 5.38080 3.01616 -0.66296
O 5.65089 1.83552 0.12793
C 6.12980 2.06087 1.34326
O 6.35084 3.11897 1.84595
C 6.33763 0.72166 2.07782
F 6.92022 -0.18340 1.28980
F 5.14636 0.22830 2.46295
F 7.08397 0.88930 3.15698
H 7.13408 2.77026 -1.86692
H 6.42096 4.39137 -1.94874
H 7.34484 3.88211 -0.53076
H 4.67024 2.69897 -1.42439
H 4.89025 3.76819 -0.04637
C 3.41421 3.91158 -7.28994
C 3.68419 3.33042 -5.91973
O 5.09192 3.08063 -5.72421
C 5.82137 4.13218 -5.38471
O 5.43830 5.25082 -5.22556
C 7.28669 3.70480 -5.17448
F 7.69994 2.89047 -6.14558
F 7.41203 3.06035 -4.00126
F 8.08492 4.76257 -5.14512
H 3.82277 3.26290 -8.06468
H 2.34169 4.01874 -7.44821
H 3.87924 4.89012 -7.39909
H 3.19885 2.36282 -5.81708
H 3.30857 3.97740 -5.12769
```

Properties
Total charge: +1
Kohn-Sham gap, eV: 8.85


4 unconnected molecules or ions with the total composition C3H14O3S2. Source: the Open Molecules 2025 dataset; level of theory: the ωB97M-V functional and the def2-TZVPD basis.

The geometry in XYZ format:
```
22
Properties=species:S:1:pos:R:3
C 0.43686 -1.62938 0.04725
C 1.78849 -1.10509 0.38455
S 1.88563 0.55488 1.17832
S 0.50185 0.51769 2.69667
C 0.67409 1.59512 4.18182
H 0.60394 -2.75607 -0.17605
H -0.07433 -1.19425 -0.79759
H -0.42953 -1.77062 0.80095
H 2.38577 -1.89194 0.89352
H 2.49675 -1.19049 -0.52880
H 0.38707 1.30915 5.12674
H 1.71654 1.90188 4.56996
H 0.26138 2.63048 3.75312
H -1.07646 1.14934 -4.57130
H -0.23832 0.47723 -3.36915
O -0.94767 0.33673 -4.06716
H 1.63707 2.44807 -5.35014
H 2.85740 2.63085 -4.26326
O 2.36059 3.03084 -5.12528
H -5.57183 -1.86621 0.83532
H -6.13803 -2.92917 1.96842
O -5.51724 -2.24904 1.81212
```

Properties
<S²>: 0.75
Relative energy (zero: lowest compared OMol25 entry of this formula, charge and spin), eV: 3.6981
Total charge: -1
Multiplicity: 2
Kohn-Sham gap (spin up / spin down), eV: 2.32 / 5.68


2 unconnected molecules or ions with the total composition C5H10O. Source: the Open Molecules 2025 dataset; level of theory: the ωB97M-V functional and the def2-TZVPD basis.

The geometry in XYZ format:
```
16
Properties=species:S:1:pos:R:3
C -0.61521 0.89465 -2.06499
C -1.00737 0.12730 -1.05292
O -1.29060 0.63637 0.17161
C -1.67914 -0.31185 1.14563
H -0.49872 1.96658 -1.93784
H -0.39544 0.45582 -3.03072
H -1.11771 -0.95441 -1.14853
H -0.82730 -0.92861 1.45958
H -2.48324 -0.96062 0.77395
H -2.05115 0.25440 2.00198
C 1.94441 -0.42897 1.23484
C 2.04917 0.03440 -0.00555
H 1.43320 0.13944 2.00889
H 2.36596 -1.38708 1.52966
H 2.55568 -0.52478 -0.78922
H 1.61745 0.98736 -0.29636
```

Properties
Relative energy (zero: lowest compared OMol25 entry of this formula, charge and spin), eV: 2.3395
Kohn-Sham gap, eV: 9.86
SMILES: C=COC.C=C


A molecular structure, C39H58N8O2PS4Sc. Source: the Open Molecules 2025 dataset; level of theory: the ωB97M-V functional and the def2-TZVPD basis.

The geometry in XYZ format:
```
113
Properties=species:S:1:pos:R:3
Sc -1.68236 0.22340 -0.53166
C -1.94149 7.07189 -2.15671
C -1.78712 5.57272 -2.14904
C -0.64864 4.96570 -2.66952
C -0.51471 3.57003 -2.74424
C 0.55935 2.92384 -3.39232
N 1.79353 3.56243 -3.55034
C 2.48206 3.77534 -2.27546
C 2.87242 2.45079 -1.60678
C 2.97311 2.52152 -0.09562
N 1.64551 2.45459 0.53310
C 1.49063 2.70911 1.79841
C 0.38875 2.37531 2.61105
C 0.54085 2.52333 4.00922
C -0.36099 2.00727 4.89916
C -0.21209 2.16153 6.38778
C -1.43064 1.27005 4.35390
C -1.63318 1.09439 3.00400
C -2.75764 0.26901 2.58206
N -2.97479 -0.16482 1.40793
C -4.25435 -0.85022 1.21423
C -5.31377 0.17164 0.81201
C -5.12637 0.74571 -0.58521
N -3.82231 1.36089 -0.81582
C -3.82423 2.57978 -1.19566
C -2.68450 3.35875 -1.65726
C -2.80851 4.75739 -1.68864
C -1.51779 2.74664 -2.14104
O -1.29544 1.46537 -2.04371
C -0.77034 1.74336 2.05736
O -0.98982 1.76481 0.81214
H -0.98272 7.56254 -2.32446
H -2.34712 7.43509 -1.21128
H -2.61964 7.39279 -2.95061
H 0.14055 5.57409 -3.09889
H 0.43586 1.90290 -3.73189
H 2.38930 3.07644 -4.20606
H 1.80214 4.33065 -1.62635
H 3.36403 4.39874 -2.43995
H 3.82292 2.09040 -2.00623
H 2.11892 1.69589 -1.85804
H 3.45050 3.44891 0.23114
H 3.56663 1.68576 0.28006
H 0.88206 1.96233 0.05623
H 2.35379 3.15585 2.28733
H 1.42040 3.04355 4.37697
H 0.65967 2.76822 6.62950
H -0.09298 1.19277 6.87663
H -1.08773 2.64434 6.82507
H -2.13316 0.79707 5.03528
H -3.46743 0.01720 3.37975
H -4.55630 -1.35267 2.13967
H -4.13597 -1.59798 0.42839
H -5.32567 0.97691 1.55390
H -6.29202 -0.31463 0.84239
H -5.92804 1.46632 -0.78836
H -5.22411 -0.06190 -1.31348
H -4.78035 3.11776 -1.22326
H -3.72756 5.20625 -1.32319
S -2.58898 -1.75771 -2.01922
S -3.92416 -1.08090 -3.40595
S -3.02144 0.35707 -4.61857
S -1.32516 -0.27242 -5.29618
N 0.04354 -0.69104 -0.11333
P 0.74708 -2.05118 -0.20053
N 2.09293 -2.07505 0.82395
C 2.80416 -3.24693 1.29975
C 3.07388 -3.12726 2.80971
C 3.24892 -1.65693 3.21608
C 3.86295 -0.88332 2.05539
C 2.86662 -0.84124 0.89295
N 1.24791 -2.45115 -1.73391
C 2.11502 -3.58313 -2.00809
C 3.47861 -3.11556 -2.50979
C 3.30907 -2.21559 -3.73348
C 2.34946 -1.06593 -3.43042
C 1.02444 -1.59239 -2.88693
N -0.02487 -3.43965 0.32299
C -0.57312 -3.38413 1.68023
C -0.87412 -4.79034 2.17590
C -1.94307 -5.47137 1.29745
C -2.05225 -4.78117 -0.06565
C -0.67915 -4.39023 -0.58861
H 3.75381 -3.37275 0.75903
H 2.19933 -4.12878 1.09536
H 3.97376 -3.69732 3.05677
H 2.25017 -3.57235 3.37237
H 3.86430 -1.57857 4.11402
H 2.27469 -1.21795 3.45093
H 4.79406 -1.36978 1.74957
H 4.12290 0.13776 2.34777
H 3.39666 -0.64494 -0.05573
H 2.15267 -0.02952 1.04207
H 1.64685 -4.21397 -2.77768
H 2.21564 -4.19585 -1.11295
H 4.10541 -3.97825 -2.75110
H 3.97502 -2.55920 -1.70706
H 2.90214 -2.81195 -4.55783
H 4.27767 -1.83359 -4.06491
H 2.16680 -0.47156 -4.33057
H 2.79919 -0.40661 -2.67823
H 0.50745 -2.16651 -3.66647
H 0.36577 -0.77595 -2.59699
H -1.48270 -2.76660 1.71838
H 0.15852 -2.89524 2.32557
H -1.19604 -4.75138 3.21861
H 0.05727 -5.36355 2.15333
H -2.91459 -5.45024 1.79620
H -1.68593 -6.52395 1.15863
H -2.66520 -3.87993 0.00785
H -2.54516 -5.42945 -0.79172
H -0.76674 -3.94550 -1.57900
H -0.06307 -5.29614 -0.68357
```

Properties
Relative energy (zero: lowest compared OMol25 entry of this formula, charge and spin), eV: 0.4531
Kohn-Sham gap (spin up / spin down), eV: 4.97 / 6.01


no.,E_tot (eV)
1,-257942.4675
2,-31147.6267
3,-7392.4259
4,-130736.8275